# C12H14N2

One molecule with the formula C12H14N2 in a non-equilibrium geometry (ωB97M-V with the def2-TZVPD basis set, OMol25).

Computed properties:
Kohn-Sham gap (alpha / beta) = 4.4 / 4.2 eV
2S+1 = 1
Calculated total energy = -15646.06532 eV
Energy relative to the best compared isomer or geometry (same formula, charge and spin) = 5.9546 eV
Lowest unoccupied orbital energy (alpha / beta) = -1.568 / -1.687 eV

```
28
Properties=species:S:1:pos:R:3:forces:R:3:lowdin_charge:R:1
C 0.564 1.952 2.855 1.273 0.468 1.593 -0.19
C 2.254 -2.908 -1.479 0.520 1.802 -1.596 -0.10
C 1.586 -2.662 -0.307 -0.225 2.099 -2.623 -0.12
C 2.263 -1.862 -2.491 -1.721 -0.525 4.606 -0.07
C 0.858 -1.484 -0.116 0.369 0.112 -0.990 -0.06
C 1.593 -0.677 -2.248 -0.571 -1.310 0.613 -0.06
C 0.793 -0.439 -1.087 1.112 -1.710 0.301 -0.28
C 0.254 1.776 1.502 -0.649 -0.477 -2.284 -0.03
C 0.065 0.762 -0.961 -1.827 -0.216 0.684 -0.15
C -1.244 0.705 -0.167 2.738 0.069 -1.939 -0.33
C -2.442 1.579 -0.553 -0.071 -1.615 -2.898 -0.04
C -1.683 0.643 2.286 -0.255 0.624 1.660 -0.03
N 0.952 2.023 3.946 -0.477 0.062 -0.901 0.20
N -0.849 1.150 1.227 0.318 -0.442 0.879 -0.11
H 2.883 -3.782 -1.598 -0.162 -0.019 -0.067 0.09
H 1.700 -3.371 0.400 -0.122 -2.073 2.653 0.06
H 2.892 -1.974 -3.269 1.673 -0.343 -2.947 0.05
H 0.382 -1.409 0.820 -0.725 0.397 1.109 0.07
H 1.442 0.015 -3.021 0.379 1.074 -1.074 0.08
H 0.903 1.992 0.559 -0.884 -0.484 1.116 0.17
H 0.248 1.470 -1.730 -0.507 0.653 -0.675 0.07
H -1.564 -0.386 -0.084 0.416 1.320 0.283 0.15
H -3.279 1.063 -0.089 -0.578 0.610 -0.179 0.07
H -2.588 1.619 -1.735 0.290 -0.381 2.607 0.14
H -2.342 2.582 -0.244 0.066 1.151 0.565 0.06
H -0.925 0.348 3.109 -2.069 0.172 -0.888 0.12
H -2.426 1.459 2.595 1.171 -1.124 0.013 0.13
H -2.292 -0.181 1.882 0.515 0.105 0.377 0.10
```
Positions in Å, forces in eV/Å.